1.
Formula: C29H48BrNO14P
Source: the Open Molecules 2025 dataset
Level of theory: ωB97M-V/def2-TZVPD

The geometry in XYZ format:
```
94
C29H48BrNO14P (ωB97M-V/def2-TZVPD)
O -6.17 3.86 1.40
C -5.26 3.59 2.18
O -4.88 2.33 2.44
C -3.49 2.15 2.80
C -3.07 0.80 2.25
C -1.65 0.77 1.63
C -1.58 -0.35 0.60
C -0.94 -0.04 -0.76
O -0.28 1.21 -0.85
C 0.41 1.26 -2.07
C -0.52 1.15 -3.26
N -1.25 -0.15 -3.19
C -1.97 -0.23 -1.88
P -3.47 0.86 -2.06
O -4.44 -0.05 -1.13
Br -3.18 2.71 -0.83
H -4.73 4.39 2.72
H -2.89 2.95 2.39
H -3.42 2.16 3.88
H -3.77 0.59 1.45
H -3.18 0.03 3.01
H -0.97 0.59 2.45
H -1.48 1.75 1.22
H -1.01 -1.18 1.01
H -2.57 -0.75 0.43
H -0.19 -0.81 -0.93
H 1.15 0.46 -2.11
H 0.93 2.20 -2.16
H 0.05 1.18 -4.18
H -1.24 1.96 -3.26
H -1.91 -0.28 -3.96
H -0.56 -0.91 -3.21
H -2.35 -1.24 -1.76
H -5.23 0.47 -0.96
O -4.79 -0.31 -4.58
C -5.96 -0.11 -4.78
O -6.40 0.47 -5.91
C -7.83 0.68 -5.84
C -8.33 -0.31 -4.81
C -7.13 -0.41 -3.86
H -8.00 1.72 -5.54
H -8.25 0.53 -6.83
H -9.25 -0.01 -4.33
H -8.50 -1.28 -5.28
H -7.17 0.36 -3.08
H -7.01 -1.39 -3.40
O 0.97 -2.42 -0.50
C 2.08 -2.01 -0.25
O 2.65 -1.05 -0.99
C 4.00 -0.80 -0.52
C 4.01 -1.28 0.92
C 3.00 -2.43 0.87
H 4.70 -1.35 -1.15
H 4.21 0.27 -0.60
H 4.99 -1.57 1.28
H 3.63 -0.49 1.57
H 3.46 -3.38 0.60
H 2.44 -2.54 1.79
O 5.98 -3.35 -3.36
C 6.90 -3.01 -2.69
O 6.75 -2.12 -1.67
C 8.04 -1.81 -1.09
C 8.94 -2.98 -1.47
C 8.36 -3.41 -2.81
H 8.38 -0.86 -1.52
H 7.92 -1.69 -0.02
H 9.99 -2.71 -1.50
H 8.82 -3.78 -0.74
H 8.80 -2.86 -3.65
H 8.44 -4.48 -3.00
O 3.46 1.88 1.77
C 2.69 2.75 2.08
O 2.91 3.59 3.11
C 1.77 4.45 3.30
C 1.05 4.46 1.95
C 1.35 3.06 1.43
H 1.15 4.03 4.10
H 2.13 5.43 3.60
H -0.01 4.69 2.04
H 1.50 5.21 1.30
H 0.63 2.32 1.77
H 1.44 3.02 0.35
O 3.08 -2.49 4.47
C 1.92 -2.29 4.60
O 1.19 -1.64 3.64
C -0.16 -1.44 4.08
C -0.38 -2.49 5.17
C 1.02 -2.63 5.77
H -0.24 -0.43 4.47
H -0.83 -1.56 3.24
H -1.15 -2.21 5.88
H -0.68 -3.44 4.71
H 1.20 -1.91 6.56
H 1.23 -3.63 6.13
```

Computed properties:
**Gap between HOMO and LUMO**: 9.6 eV
**Charge**: +1
**Total energy**: -140333.94928 eV

***

2.
Formula: C29H48BrNOP2Pt
Source: the Open Molecules 2025 dataset
Level of theory: ωB97M-V/def2-TZVPD

The geometry in XYZ format:
```
83
C29H48BrNOP2Pt (ωB97M-V/def2-TZVPD)
N 5.14 -2.34 0.78
C 4.15 -2.43 1.67
C 2.81 -2.24 1.32
C 2.48 -2.07 -0.04
C 3.54 -1.95 -0.97
C 4.86 -2.08 -0.50
C 1.08 -2.07 -0.46
Pt -0.18 0.01 -0.68
P -2.36 0.69 -0.70
C 0.69 -1.77 -1.79
C -0.54 -2.34 -2.37
C -0.80 -2.14 -3.75
C -2.09 -2.35 -4.23
C -3.07 -2.67 -3.29
C -2.78 -3.16 -2.02
C -1.49 -2.96 -1.54
Br -4.91 -2.18 -3.67
H 0.40 -2.60 0.22
H 1.43 -1.40 -2.50
H 2.03 -2.25 2.08
H 3.37 -1.79 -2.03
H 4.42 -2.65 2.70
H 5.68 -1.98 -1.20
H 0.01 -1.77 -4.39
H -1.24 -3.26 -0.53
H -2.34 -2.19 -5.27
H -3.55 -3.63 -1.41
P 1.21 1.81 -0.76
C -3.32 -0.53 0.25
C -4.77 -0.74 -0.19
H -3.28 -0.21 1.31
H -2.78 -1.48 0.20
H -5.25 -1.43 0.52
H -5.35 0.18 -0.21
H -4.82 -1.22 -1.18
C -2.87 0.63 -2.45
C -4.12 1.40 -2.87
H -2.99 -0.43 -2.68
H -2.01 0.97 -3.05
H -4.29 1.22 -3.94
H -5.02 1.07 -2.34
H -4.00 2.48 -2.73
C -2.68 2.35 -0.05
C -4.12 2.67 0.34
H -2.32 3.06 -0.81
H -2.03 2.47 0.82
H -4.16 3.70 0.71
H -4.81 2.60 -0.51
H -4.48 2.01 1.14
C 1.37 3.13 0.49
C 0.17 4.02 0.77
H 2.21 3.75 0.14
H 1.71 2.64 1.41
H 0.52 4.95 1.25
H -0.37 4.29 -0.13
H -0.52 3.54 1.47
C 0.82 2.71 -2.32
C 0.78 1.80 -3.53
H 1.60 3.49 -2.43
H -0.14 3.22 -2.16
H 0.28 2.31 -4.36
H 1.79 1.52 -3.87
H 0.24 0.87 -3.33
C 2.98 1.37 -1.02
C 3.83 1.26 0.24
H 3.39 2.15 -1.68
H 3.01 0.43 -1.59
H 4.84 0.92 -0.04
H 3.93 2.22 0.76
H 3.42 0.52 0.94
C -1.03 -1.20 4.20
C -0.41 0.19 4.35
C -0.42 0.74 2.92
O -0.47 -0.37 2.01
C -0.82 -1.56 2.73
H -0.56 -1.94 4.86
H -2.10 -1.19 4.42
H 0.62 0.12 4.70
H -0.97 0.84 5.03
H -1.30 1.38 2.76
H 0.47 1.33 2.68
H 0.00 -2.28 2.62
H -1.71 -2.00 2.28
```

Computed properties:
**Gap between HOMO and LUMO (spin up / spin down)**: 5.9 / 5.0 eV
**Charge**: +4
**Total energy**: -126211.02569 eV
**2S+1**: 5